Below is one molecule with the formula C11H12O3 in a non-equilibrium geometry, with properties calculated with ωB97M-V with the def2-TZVPD basis set.

Values from the calculation:
**LUMO energy (spin up / spin down)**: 0.50 / 0.50 eV
**Total energy**: -651.9504 a.u.
**Kohn-Sham gap (spin up / spin down)**: 7.432 / 7.434 eV
**Relative energy (zero: lowest compared OMol25 entry of this formula, charge and spin)**: 91.8 kcal per mole

ORCA input file:
```
! RIJCOSX wB97M-V def2-TZVPD def2/J DEFGRID3
* xyz 0 1
C 3.2367 -0.6079 -0.5800
C 3.1707 0.7729 -0.4765
C 2.1537 -1.3743 -0.1863
C 2.0343 1.3737 0.0149
C 1.0046 -0.7914 0.3212
C 0.9319 0.6137 0.4431
C -0.1805 -1.6634 0.6548
C -0.2520 1.2472 0.9395
C -1.3231 -1.3562 -0.3131
C -1.7079 0.0109 -0.5685
C -3.0143 0.6731 -0.7898
O -0.9481 -0.6571 -1.4981
O -0.6845 -1.4917 1.9688
O -0.4958 2.5696 0.7868
H 4.1236 -1.0818 -0.9700
H 4.0130 1.3784 -0.7789
H 2.1985 -2.4497 -0.2878
H 2.0063 2.4508 0.1139
H 0.1108 -2.7189 0.5189
H -0.8340 0.8092 1.7319
H -2.0281 -2.1685 -0.4651
H -2.8757 1.7346 -0.9899
H -3.6266 0.5638 0.1030
H -3.5311 0.2264 -1.6424
H 0.0475 -1.5927 2.5865
H 0.0218 2.9143 0.0460
*
```

=====

Below is one molecule with the formula C11H12O3S in a non-equilibrium geometry, with properties calculated with ωB97M-V with the def2-TZVPD basis set.

Values from the calculation:
**LUMO energy**: 0.65 eV
**Total energy**: -1050.2085 a.u.
**Kohn-Sham gap**: 10.559 eV
**Structure (SMILES)**: C[C@@]12OCC[C@@H]1S(=O)(=O)c1ccccc12
**Relative energy (zero: lowest compared OMol25 entry of this formula, charge and spin)**: 0.0 kcal per mole

ORCA input file:
```
! RIJCOSX wB97M-V def2-TZVPD def2/J DEFGRID3
* xyz 0 1
C -0.0598 -1.4463 1.7297
C -0.4815 -0.3753 0.6856
O -1.6253 -0.7301 -0.0573
C -2.1076 0.5076 -0.5438
C -2.0400 1.5534 0.5791
C -0.7901 1.0719 1.3293
S 0.8402 1.9228 1.1664
O 1.5497 1.6795 2.3959
O 0.8179 3.2553 0.6884
C 1.4858 0.8462 -0.1298
C 2.6170 1.0816 -0.8596
C 2.8760 0.2524 -1.8666
C 2.1667 -0.8924 -2.0331
C 1.0319 -1.2187 -1.2530
C 0.7253 -0.2796 -0.2309
H -0.7244 -1.8924 2.4353
H 0.8414 -1.0859 2.3359
H 0.2433 -2.2786 1.1451
H -3.1037 0.2374 -0.9273
H -1.4057 0.7270 -1.4415
H -1.8409 2.4777 -0.0492
H -2.9452 1.5187 1.1557
H -1.0173 0.9841 2.3727
H 3.1936 2.0229 -0.6584
H 3.7962 0.4162 -2.4511
H 2.4631 -1.4609 -2.8701
H 0.2402 -2.0607 -1.3172
*
```

=====

Below is C11H13AsN2O5ReS4 as an isolated structure in a non-equilibrium geometry, with properties calculated with ωB97M-V with the def2-TZVPD basis set.

Values from the calculation:
**LUMO energy**: -11.37 eV
**Total energy**: -4818.3619 a.u.
**Kohn-Sham gap**: 6.711 eV
**Relative energy (zero: lowest compared OMol25 entry of this formula, charge and spin)**: 31.4 kcal per mole

ORCA input file:
```
! RIJCOSX wB97M-V def2-TZVPD def2/J DEFGRID3
* xyz 3 1
Re -0.2375 -0.1402 -0.2918
S -0.6559 -2.6944 4.3310
As -1.0334 -1.8358 2.4253
S -1.0309 0.3598 1.7028
S -0.1340 -2.2493 0.3336
S -2.6260 -2.8682 3.3840
O -3.5115 0.4666 -3.2773
C -2.4220 0.4954 -3.5137
O -1.5287 0.0053 -1.3540
C -1.1787 0.6921 -4.1482
C -0.0810 -0.1551 -3.9162
C 1.1444 0.2266 -4.3976
C 1.2354 1.4282 -5.0967
C 0.1490 2.1984 -5.4517
C -1.0979 1.8343 -4.9584
N 2.5974 1.9366 -5.3987
O 2.7345 2.6332 -6.3619
O 3.4431 1.6291 -4.5739
H -0.2159 -1.1179 -3.4410
H 2.0284 -0.3789 -4.2538
H 0.2780 3.0881 -6.0550
H -1.9682 2.4474 -5.1569
C 1.5542 3.2611 -0.7737
N 2.7371 2.3978 -0.9322
C 4.0024 3.0855 -1.2775
C 2.6779 1.1253 -0.7460
C 3.8313 0.1910 -0.8435
O 1.5026 0.5911 -0.4223
H 1.8712 4.2924 -0.8897
H 1.1253 3.1354 0.2183
H 0.8189 3.0287 -1.5450
H 3.8101 3.7277 -2.1342
H 4.7758 2.3730 -1.5355
H 4.3094 3.6904 -0.4256
H 4.2610 0.2270 -1.8469
H 3.5103 -0.8220 -0.6196
H 4.6108 0.4798 -0.1360
*
```

=====

Below is C11H13B2F4InNO5Se as an isolated structure, with properties calculated with ωB97M-V with the def2-TZVPD basis set.

Values from the calculation:
**LUMO energy**: 2.56 eV
**Total energy**: -3899.0416 a.u.
**Kohn-Sham gap**: 8.634 eV
**Relative energy (zero: lowest compared OMol25 entry of this formula, charge and spin)**: 9.6 kcal per mole

ORCA input file:
```
! RIJCOSX wB97M-V def2-TZVPD def2/J DEFGRID3
* xyz -1 1
In 0.3305 -0.5804 -0.4399
O -1.5357 -3.0687 -3.1162
C -1.3525 -2.5702 -1.8377
O -0.0749 -2.2370 -1.6160
C -1.9310 -3.5884 -0.8611
O -2.1006 -2.9755 0.3935
C -3.1901 -2.0842 0.3478
C -3.1677 -1.1419 -0.8442
O -3.9626 -0.2467 -0.9505
O -2.2180 -1.3305 -1.7735
H -0.9617 -2.5516 -3.6937
H -1.2042 -4.3901 -0.7585
H -2.8839 -3.9776 -1.2415
H -3.1652 -1.4807 1.2532
H -4.1382 -2.6364 0.3154
F 2.5830 0.2314 0.4827
B 3.0218 -0.8964 -0.2689
F 2.2165 -1.9757 0.1827
F 4.3644 -1.1259 -0.1685
F 2.6066 -0.6396 -1.6076
Se -0.3388 1.5404 -1.6258
C 0.8416 2.9044 -0.9338
C 0.2699 4.0427 -0.3760
C 1.0763 5.0730 0.0834
C 2.4570 4.9655 -0.0047
C 3.0252 3.8288 -0.5617
C 2.2228 2.8023 -1.0370
H -0.8076 4.1088 -0.2943
H 0.6282 5.9591 0.5156
H 3.0920 5.7635 0.3594
H 4.1018 3.7388 -0.6320
H 2.6710 1.9161 -1.4661
B -0.4745 -1.3444 4.2176
C -0.2829 -1.0166 2.7164
N -0.1658 -0.7513 1.5963
H -1.1726 -2.3287 4.2582
H -1.0110 -0.3916 4.7303
H 0.6311 -1.5446 4.6566
*
```